Below is a molecular structure, C37H50BN8O4S5V in a non-equilibrium geometry, with properties calculated with wB97M-V/def2-TZVPD.

Results
Multiplicity   4
Energy above the lowest of the compared OMol25 structures with the same formula, charge and spin   0.0 kcal per mole
F_max   1.02 eV/A
Net charge   -1

```
106
Properties=species:S:1:pos:R:3:forces:R:3
V 0.660726 -2.146092 -2.019739 -0.394 0.156 0.927
S 1.354825 0.481212 -2.750315 -0.178 -0.251 -0.201
S -0.368711 -2.693399 0.071113 -0.065 0.086 -0.226
S 2.826021 -2.332821 -0.858713 0.067 -0.021 0.162
S 0.858846 -4.414422 -2.656941 0.129 -0.175 -0.233
S 3.890918 1.116597 -0.015181 -0.015 -0.106 -0.118
O 0.844131 0.040374 -1.296935 0.387 -0.596 0.154
O 1.634292 -0.928040 -3.237298 0.131 0.355 -0.451
O 0.200297 1.034286 -3.397263 0.058 0.167 -0.015
O 2.526693 1.288706 -2.719313 0.051 0.044 0.162
N -1.414428 1.175708 0.306698 -0.103 0.062 -0.468
N 1.327898 1.570808 0.666161 0.077 0.141 0.165
N -1.210106 -1.855088 -3.034300 0.136 0.180 -0.223
N 0.695354 2.201035 1.696425 -0.085 -0.016 -0.143
N -2.655783 -1.999513 -4.676654 0.026 -0.028 0.015
N -0.719159 -0.008444 0.434828 -0.171 -0.007 0.494
N 1.251940 -0.669734 2.341538 0.062 -0.050 0.069
N 1.626960 -0.884121 1.074466 -0.118 0.008 -0.085
C 4.524041 -3.219799 1.457940 0.051 -0.015 0.002
C 1.850633 -1.285915 3.312822 -0.013 0.030 -0.005
C -4.448706 2.712147 0.877228 -0.010 0.003 0.028
C -3.450731 -2.557663 -0.241268 -0.035 0.017 -0.022
C 2.566820 -1.779530 0.729228 0.060 0.044 -0.154
C 1.592096 -3.520062 -5.193347 -0.010 -0.025 -0.013
C 3.357479 -2.346357 1.784183 -0.065 0.059 0.055
C 2.630279 3.501984 0.224907 -0.028 -0.059 0.111
C -2.017961 -0.739606 -3.005045 0.014 -0.013 0.044
C 1.506412 3.389150 4.367539 -0.014 0.023 -0.022
C 1.644671 -3.635382 -6.574829 -0.003 -0.025 -0.012
C 2.339187 -0.410132 5.597519 0.042 0.045 0.014
C 0.542348 3.974685 3.320653 0.024 0.023 0.007
C 1.855001 4.177249 1.097211 0.003 0.000 -0.061
C 1.002706 3.427742 1.970139 -0.003 -0.072 0.048
C 0.014090 -0.267298 4.675913 -0.045 -0.009 -0.011
C 0.965661 -2.484220 5.295385 0.014 -0.006 0.023
C 2.976533 -2.104289 3.062829 0.001 -0.060 -0.014
C -2.923130 -0.819453 -4.011698 -0.031 0.013 0.004
C -3.382809 2.475287 -0.198199 0.045 0.001 -0.052
C 1.292705 -1.100111 4.715545 0.000 -0.039 -0.025
C 0.637064 5.500072 3.377588 -0.026 0.055 -0.018
C 0.506684 -5.654877 -5.069254 -0.022 -0.010 0.002
C -3.363800 -2.537666 -5.820160 0.006 0.021 0.021
C -1.622729 -2.584381 -4.054650 -0.101 0.002 0.113
C 0.572538 -5.770720 -6.450132 -0.004 -0.012 0.003
C 2.564035 2.049206 0.277531 -0.096 0.073 0.022
C 1.135830 -4.758335 -7.215926 0.013 0.020 -0.005
C -0.888518 3.560645 3.657906 0.017 -0.096 0.015
C 1.009320 -4.525199 -4.413299 -0.045 0.034 -0.023
C -2.710188 -1.273847 -0.005958 -0.131 0.086 0.064
C -3.426154 -0.057232 -0.055051 0.051 -0.130 0.141
C -4.044647 2.449395 -1.582523 -0.045 -0.004 -0.031
C 3.603924 4.157013 -0.703214 0.011 0.073 0.026
C -2.696402 1.133033 0.047088 0.112 0.055 0.106
C -2.374160 3.618633 -0.168519 0.009 0.037 -0.038
C -1.353615 -1.230225 0.191519 0.065 -0.206 -0.020
B 0.781251 0.184314 0.210702 -0.015 0.264 -0.187
H -0.348246 -0.107345 5.695385 0.009 -0.001 -0.021
H -3.702952 -0.149080 -4.329787 0.017 -0.025 0.024
H -3.975757 -1.750528 -6.253374 0.004 0.004 -0.013
H -4.483616 -0.050592 -0.283813 0.019 -0.025 0.044
H -4.925572 3.685561 0.727165 -0.003 -0.027 -0.001
H -2.650736 -2.880265 -6.567858 -0.004 -0.020 0.003
H -1.218216 -3.536440 -4.348322 0.066 -0.037 -0.034
H 2.586192 0.581422 5.210720 -0.010 -0.064 0.012
H -5.223504 1.943040 0.850085 0.020 0.006 0.002
H -3.298055 2.265871 -2.359590 0.001 0.017 0.016
H 4.593597 4.210618 -0.245458 -0.002 -0.036 -0.025
H 1.955035 -0.295718 6.614445 0.000 0.002 -0.012
H 0.175789 -6.658406 -6.929728 0.003 0.005 0.000
H 1.250284 3.746835 5.369474 0.002 -0.007 -0.016
H 3.263626 -0.990305 5.652875 -0.015 0.011 -0.007
H -4.809535 1.673302 -1.655547 0.018 0.025 0.010
H 0.294674 5.843550 4.356499 0.002 0.006 -0.012
H 2.094911 -2.836427 -7.152666 -0.009 -0.012 0.006
H -2.821638 -3.298700 -0.730022 0.021 -0.009 -0.020
H 5.017019 -3.548562 2.373623 -0.005 0.006 -0.019
H -1.015426 2.480915 3.595105 -0.007 0.005 -0.057
H 1.863978 -3.089932 5.437851 -0.023 0.012 -0.014
H 1.455045 2.300265 4.356903 -0.004 0.083 0.008
H 0.052469 -6.441893 -4.478365 0.011 0.014 -0.001
H -3.797763 -2.988457 0.702977 0.023 -0.003 -0.012
H 3.700561 3.574459 -1.617156 -0.013 -0.019 -0.041
H -4.007118 -3.366053 -5.525587 -0.016 -0.005 -0.002
H 2.537774 3.678345 4.148445 -0.015 0.003 0.005
H 0.288775 -3.028799 4.633934 0.002 0.016 0.013
H 1.661947 5.852376 3.243835 -0.021 -0.011 0.016
H -2.888247 4.567833 -0.351568 0.014 -0.031 0.014
H -1.880154 3.655317 0.796679 0.106 0.072 0.128
H 5.240661 -2.680591 0.835375 -0.021 -0.003 0.000
H -1.135342 3.888294 4.672140 0.009 -0.024 -0.012
H 1.884591 5.259216 1.144576 0.029 -0.042 -0.009
H -0.762135 -0.772473 4.098567 0.007 -0.003 0.013
H 3.272123 5.169632 -0.940509 0.016 -0.009 0.026
H -4.330433 -2.364812 -0.860885 0.011 -0.011 0.012
H 0.008065 5.971872 2.618066 0.010 -0.022 -0.001
H -1.877403 0.042332 -2.281595 0.024 0.008 -0.052
H 0.479746 -2.371506 6.268058 0.022 -0.005 -0.012
H 1.998357 -2.638930 -4.716803 0.003 0.018 0.022
H 0.180588 0.694022 4.195488 -0.005 -0.020 -0.006
H -3.997681 2.700819 1.872398 0.004 0.006 -0.017
H -1.594642 3.482490 -0.918977 -0.033 -0.007 -0.015
H 1.183912 -4.845492 -8.294626 -0.003 0.000 0.015
H -1.594961 4.025923 2.972407 -0.073 0.012 -0.065
H -4.518894 3.414340 -1.785291 0.010 -0.017 -0.006
H 3.517386 -2.555111 3.886805 0.009 0.012 -0.016
H 4.202402 -4.087592 0.880771 -0.002 0.006 0.012
```
Positions in Å, forces in eV/Å.

These are the Löwdin partial charges, in e, on atoms 1 to 6:
1 V 0.34
2 S 0.43
3 S 0.70
4 S 0.74
5 S 0.59
6 S 0.78